Entry 1
Molecular formula: C6H6N2O
Method: DFT, ωB97M-V with the def2-TZVPD basis set

As for the spin multiplicity: 1. Its highest occupied orbital energy (alpha / beta) is -6.70 / -6.71 eV. The net charge is 0. For the orbital gap (alpha / beta), the calculation gives 0.252 / 0.252 Ha.

Last column: Löwdin charge in e.
Positions of all 15 atoms, in Å:
H 0.54 2.76 1.36  0.128
C 1.92 -0.78 0.12  -0.141
C -0.25 -0.23 0.64  -0.250
N 4.35 0.00 0.09  0.084
N -0.86 -1.36 1.03  0.215
H 1.75 -1.77 0.50  0.075
C 0.74 -0.05 -0.48  -0.262
H 0.41 -0.36 -1.48  0.139
C 3.23 -0.32 0.13  -0.350
C 1.06 1.40 -0.29  -0.014
H -1.13 -2.02 0.33  0.126
C 0.48 1.83 0.84  -0.073
O -0.30 0.86 1.42  0.074
H 1.74 1.95 -0.90  0.125
H -1.38 -1.35 1.90  0.127

Entry 2
Molecular formula: C6H6N2O
Method: DFT, ωB97M-V with the def2-TZVPD basis set

As for the spin multiplicity: 1. Its highest occupied orbital energy is -8.02 eV. The net charge is 0. For the orbital gap, the calculation gives 0.328 Ha. The SMILES is Cc1ncn2occc12.

Last column: Löwdin charge in e.
Positions of all 15 atoms, in Å:
C 2.49 -1.13 0.09  -0.045
C 0.29 1.74 -0.02  -0.140
C 0.05 -0.48 0.01  -0.190
C 1.39 -0.17 0.05  -0.294
N 1.48 1.24 -0.11  0.103
H 1.88 -2.11 0.14  0.107
C -2.19 -0.81 0.00  -0.094
H 0.17 2.79 -0.01  0.112
H -0.74 -2.35 -0.35  0.089
N -0.59 0.71 -0.07  0.022
O -2.06 0.56 0.17  0.041
H -3.21 -1.14 0.25  0.140
H 3.21 -0.90 -0.72  0.090
C -1.03 -1.38 -0.21  -0.016
H 2.97 -1.11 1.07  0.074

Entry 3
Molecular formula: C6H6N2O
Method: DFT, ωB97M-V with the def2-TZVPD basis set

As for the spin multiplicity: 1. Its highest occupied orbital energy is -8.78 eV. The net charge is 0. For the orbital gap, the calculation gives 0.332 Ha.

Last column: Löwdin charge in e.
Positions of all 15 atoms, in Å:
H 0.87 2.12 -1.39  0.043
H 0.28 -3.00 -1.24  0.097
C 0.92 1.61 0.54  -0.157
H -3.07 -0.30 0.71  0.114
H 1.07 1.94 1.65  0.133
C 0.03 -0.88 -0.01  -0.037
C 1.12 2.49 -0.44  0.007
C -2.00 -0.22 0.61  -0.221
C 0.10 0.40 0.49  -0.290
N -1.23 0.74 0.89  0.093
H -1.50 -2.32 0.16  0.109
O 2.28 -2.45 -0.89  0.091
C 1.12 -2.34 -0.91  -0.084
N -1.29 -1.36 0.24  0.043
H 1.33 3.56 -0.42  0.059

Which structure loses on stability? entry 3 does.

Entry 1
Molecular formula: CH5NOS
Method: DFT, ωB97M-V with the def2-TZVPD basis set

As for the spin multiplicity: 1. Its highest occupied orbital energy is -10.03 eV. The net charge is 0. For the orbital gap, the calculation gives 0.391 Ha. The SMILES is NC=O.S.

Last column: Löwdin charge in e.
Positions of all 9 atoms, in Å:
O 1.87 0.90 -1.34  0.028
H -1.19 -2.49 0.29  -0.210
H -2.68 -1.45 -0.45  -0.213
C 1.63 0.80 -0.17  -0.430
S -1.71 -1.26 0.46  0.506
H -0.01 1.92 -0.13  0.092
N 0.55 1.36 0.49  0.080
H 2.13 0.11 0.53  0.123
H 0.05 0.74 1.11  0.023

Entry 2
Molecular formula: CH5NOS
Method: DFT, ωB97M-V with the def2-TZVPD basis set

As for the spin multiplicity: 1. Its highest occupied orbital energy is -8.74 eV. The net charge is 0. For the orbital gap, the calculation gives 0.348 Ha.

Last column: Löwdin charge in e.
Positions of all 9 atoms, in Å:
H -1.36 -0.62 -0.55  -0.025
H -0.46 -1.87 -0.38  0.002
H -1.56 -1.32 0.97  0.029
N 0.39 1.49 -0.09  -0.267
O 1.86 -0.50 -0.58  -0.538
S 0.96 -0.03 0.47  0.807
H -0.20 2.01 0.59  0.058
H 1.22 1.91 -0.63  0.080
C -0.85 -1.07 0.19  -0.146

Entry 3
Molecular formula: CH5NOS
Method: DFT, ωB97M-V with the def2-TZVPD basis set

As for the spin multiplicity: 1. Its highest occupied orbital energy (alpha / beta) is -9.05 / -9.04 eV. The net charge is 0. For the orbital gap (alpha / beta), the calculation gives 0.327 / 0.327 Ha. The SMILES is C=[S@H](N)=O.

Last column: Löwdin charge in e.
Positions of all 9 atoms, in Å:
H 0.63 -1.95 -0.64  -0.013
H 1.88 -0.91 -1.31  0.012
H -1.28 1.80 0.42  -0.070
N -1.22 1.18 -0.32  -0.092
C 1.28 -1.17 -0.47  -0.240
H 0.31 0.34 1.40  0.039
O 1.70 1.29 -0.14  -0.445
S 0.72 0.27 0.14  0.838
H -1.23 1.61 -1.21  -0.029

Which structure loses on stability? entry 3 does.

Entry 1
Molecular formula: C4H6N2
Method: DFT, ωB97M-V with the def2-TZVPD basis set

As for the spin multiplicity: 1. Its highest occupied orbital energy (alpha / beta) is -19.47 / -19.93 eV. The net charge is +2. For the orbital gap (alpha / beta), the calculation gives 0.300 / 0.280 Ha.

Last column: Löwdin charge in e.
Positions of all 12 atoms, in Å:
H 3.73 1.53 -0.91  0.226
H 1.52 0.57 -3.15  0.154
H -2.94 -1.18 1.03  0.180
N -2.40 -1.06 1.88  0.233
C -1.17 -0.56 1.36  -0.157
C -0.11 -0.26 0.89  0.287
H -2.91 -0.55 2.59  0.192
C 2.68 1.29 -1.30  0.105
H 1.37 2.50 -2.67  0.195
H -2.18 -2.10 2.19  0.257
N 1.65 0.71 -1.10  0.211
C 1.61 1.39 -2.40  0.116

Entry 2
Molecular formula: C4H6N2
Method: DFT, ωB97M-V with the def2-TZVPD basis set

As for the spin multiplicity: 1. Its highest occupied orbital energy is -22.27 eV. The net charge is +2. For the orbital gap, the calculation gives 0.420 Ha. The SMILES is C=[N+]=C1C[N+]1=C.

Last column: Löwdin charge in e.
Positions of all 12 atoms, in Å:
C 0.94 -0.93 0.88  0.101
N 0.18 -1.02 -0.33  0.067
H -0.16 3.37 0.03  0.168
C -0.70 2.54 0.50  0.283
C 0.18 0.25 0.50  0.016
H -1.66 2.78 0.98  0.167
H -0.94 -1.13 -2.05  0.158
H 2.04 -0.90 0.81  0.184
N -0.25 1.39 0.49  0.223
C -0.24 -1.60 -1.35  0.286
H 0.63 -1.54 1.73  0.182
H 0.07 -2.63 -1.56  0.164

Entry 3
Molecular formula: C4H6N2
Method: DFT, ωB97M-V with the def2-TZVPD basis set

As for the spin multiplicity: 1. Its highest occupied orbital energy is -21.37 eV. The net charge is +2. For the orbital gap, the calculation gives 0.281 Ha.

Last column: Löwdin charge in e.
Positions of all 12 atoms, in Å:
N 1.61 -1.03 -0.23  0.257
C -1.75 0.50 -0.58  0.143
H -2.67 0.30 0.00  0.189
H -2.19 0.96 -1.47  0.188
C 0.60 1.05 0.48  0.259
H 2.18 -0.24 1.48  0.168
C 1.54 -0.10 0.63  -0.054
H -0.68 -1.76 -0.52  0.240
H 2.10 -1.78 0.10  0.092
N -0.49 0.54 0.03  0.002
C -0.80 -0.64 -0.33  0.283
H 0.57 2.19 0.42  0.232

Which structure loses on stability? entry 1 does.

Entry 1
Molecular formula: C9H14S
Method: DFT, ωB97M-V with the def2-TZVPD basis set

As for the spin multiplicity: 1. Its highest occupied orbital energy is -8.99 eV. The net charge is 0. For the orbital gap, the calculation gives 0.362 Ha. The SMILES is Cc1ccccc1.CCS.

Last column: Löwdin charge in e.
Positions of all 24 atoms, in Å:
S 1.48 2.72 -1.65  0.694
H 0.37 0.12 -4.02  0.072
C -0.87 -0.04 0.89  -0.057
H -0.05 -1.31 4.43  0.103
H 0.47 1.81 -4.40  0.067
C 0.09 -1.69 2.33  -0.057
C -0.33 -0.98 3.43  -0.090
H 1.30 -2.47 0.00  0.081
H -0.65 1.81 -2.36  0.070
H -2.04 1.47 1.86  0.102
H 1.04 2.74 -0.38  -0.162
H 1.90 0.99 -3.82  0.061
H 0.38 0.59 -1.60  0.012
C -1.40 0.61 2.01  -0.089
C 0.33 -2.00 -0.15  -0.047
C -0.16 -1.22 1.03  -0.275
H -1.46 0.69 4.16  0.099
H -0.37 -2.83 -0.33  0.087
C 0.38 1.43 -2.29  -0.641
C -1.10 0.17 3.28  -0.100
H 0.35 -1.43 -1.08  0.056
C 0.82 1.06 -3.70  -0.190
H -1.12 0.36 -0.09  0.093
H 0.64 -2.62 2.45  0.111

Entry 2
Molecular formula: C9H14S
Method: DFT, ωB97M-V with the def2-TZVPD basis set

As for the spin multiplicity: 1. Its highest occupied orbital energy is -8.38 eV. The net charge is 0. For the orbital gap, the calculation gives 0.341 Ha. The SMILES is Cc1ccccc1.CSC.

Last column: Löwdin charge in e.
Positions of all 24 atoms, in Å:
C 3.26 -2.25 -2.12  -0.435
H 3.68 -2.89 -1.35  0.035
S 1.63 -2.75 -2.74  0.696
H -0.68 -0.86 0.65  0.092
H -0.27 0.71 2.63  0.114
H -1.05 4.39 2.47  0.076
H 2.02 -4.60 -1.36  0.022
C -0.71 3.38 2.64  -0.059
C -1.09 2.39 1.59  -0.298
H -2.22 3.78 0.40  0.107
H 0.48 -4.75 -2.12  0.021
H -2.28 -0.30 -0.95  0.098
H 3.82 -2.11 -3.04  0.014
H 3.16 -1.28 -1.63  0.021
H -1.00 2.96 3.62  0.084
C -1.88 0.52 -0.37  -0.097
H 0.39 3.36 2.75  0.085
C -2.32 1.81 -0.43  -0.101
C -1.79 2.78 0.44  -0.045
C 1.09 -4.06 -1.54  -0.390
C -0.76 1.05 1.71  -0.072
H -2.93 2.15 -1.26  0.100
C -1.12 0.12 0.76  -0.082
H 0.57 -3.54 -0.75  0.014

Entry 3
Molecular formula: C9H14S
Method: DFT, ωB97M-V with the def2-TZVPD basis set

As for the spin multiplicity: 1. Its highest occupied orbital energy is -9.03 eV. The net charge is 0. For the orbital gap, the calculation gives 0.365 Ha. The SMILES is Cc1ccccc1.CCS.

Last column: Löwdin charge in e.
Positions of all 24 atoms, in Å:
C 1.28 2.96 -1.89  -0.101
C 1.62 1.09 0.06  -0.063
H -3.55 -1.23 0.12  0.069
H -2.99 0.07 1.15  0.070
C 2.11 2.37 0.28  -0.079
C 0.82 1.67 -2.14  -0.060
H -3.49 -2.62 1.85  0.046
H 1.36 -1.29 -0.78  0.069
C 0.94 0.75 -1.11  -0.268
C -2.62 -1.99 1.93  -0.579
S -1.16 -3.10 1.71  0.653
H 0.28 1.53 -3.07  0.110
H -1.82 -0.85 0.29  0.022
H -2.48 -1.58 2.93  0.056
C -2.76 -0.95 0.81  -0.164
H -1.22 -3.43 0.42  -0.168
H 1.73 0.33 0.83  0.107
H 1.10 -0.93 -2.47  0.075
C 2.00 3.30 -0.77  -0.098
H 2.48 2.61 1.27  0.098
H 2.32 4.32 -0.64  0.096
H 1.11 3.73 -2.64  0.099
H -0.31 -1.00 -1.32  0.050
C 0.73 -0.74 -1.47  -0.041

Entry 4
Molecular formula: C9H14S
Method: DFT, ωB97M-V with the def2-TZVPD basis set

As for the spin multiplicity: 1. Its highest occupied orbital energy is -8.39 eV. The net charge is 0. For the orbital gap, the calculation gives 0.345 Ha. The SMILES is Cc1ccccc1.CSC.

Last column: Löwdin charge in e.
Positions of all 24 atoms, in Å:
H 3.92 1.20 0.28  0.023
H -1.86 1.08 -0.97  0.058
H 1.20 3.57 -0.70  0.034
C -1.20 -1.86 -0.88  -0.063
C 0.59 2.75 -0.33  -0.435
H -0.03 3.15 0.48  0.032
H -1.57 -2.01 -1.90  0.113
C -2.47 0.30 -0.50  -0.044
S 1.59 1.35 0.19  0.747
C 3.24 1.82 -0.30  -0.465
H -3.08 0.66 0.33  0.080
H -0.18 -2.09 2.79  0.102
H 0.05 -3.52 -1.25  0.097
C -0.30 -2.84 -0.49  -0.089
C 0.08 -2.92 0.85  -0.099
C -1.62 -0.84 -0.02  -0.290
C -0.39 -1.97 1.73  -0.101
H -3.13 -0.01 -1.31  0.079
H 0.79 -3.69 1.14  0.099
C -1.25 -0.95 1.31  -0.072
H -1.34 -0.18 2.06  0.110
H -0.05 2.48 -1.16  0.009
H 3.49 1.67 -1.35  0.034
H 3.52 2.84 -0.01  0.041

Which structure loses on stability? entry 2 does.